(1)
{"formula": "C3H8N2O2", "method": "wB97M-V/def2-TZVPD", "species": ["C", "C", "C", "N", "N", "O", "O", "H", "H", "H", "H", "H", "H", "H", "H"], "positions_angstrom": [[-0.071225, -2.273387, -1.367761], [0.237827, 2.228976, 0.436362], [-0.127032, -0.829203, -0.971182], [-1.144796, -0.125794, -0.712386], [0.640647, 1.473099, 1.407597], [0.028602, 1.730037, 2.644587], [1.512863, 0.549516, 1.284871], [-1.120935, -2.824230, -1.312322], [0.237578, -2.355939, -2.333982], [0.776935, -2.826319, -0.947123], [-0.610330, 2.922929, 0.640614], [0.563169, 2.107625, -0.522063], [0.725221, -0.214862, -0.549481], [-2.058192, -0.556858, -0.834363], [0.409668, 0.994409, 3.136630]], "forces_ev_per_a": [[-1.9, -0.8, 1.8], [-2.3, 1.0, 3.3], [0.4, 0.9, 2.0], [-1.0, 0.4, -0.2], [0.5, 0.5, -2.4], [0.8, -0.6, -0.6], [-1.0, 0.9, 1.4], [2.3, 1.2, 0.2], [0.4, 0.1, -3.3], [-0.6, 0.1, 1.0], [1.0, -0.7, 0.0], [1.2, -0.6, -2.0], [0.2, -1.6, -1.3], [0.0, -0.5, -0.3], [0.0, -0.2, 0.6]], "lowdin_charge": [-0.0791, 0.0713, -0.2965, 0.0669, -0.3730, 0.0639, -0.0800, 0.1250, 0.0190, 0.0766, 0.1147, 0.0550, 0.0831, 0.0421, 0.1110], "homo_energy_ev": -8.797, "de_lowest_ev": 6.017, "smiles": "C=[N+]([O-])O.[H]/N=C\\C", "charge": 0, "orbital_gap_ev": 9.78}

***

(2)
{"formula": "C8H8BrNO4", "method": "wB97M-V/def2-TZVPD", "species": ["C", "C", "C", "C", "C", "C", "C", "C", "N", "O", "O", "O", "O", "Br", "H", "H", "H", "H", "H", "H", "H", "H"], "positions_angstrom": [[-0.942349, -2.141613, 0.091035], [-1.665779, -1.612551, -0.980788], [-0.486238, -1.386462, 1.043566], [-1.662680, -0.262845, -1.149815], [0.666223, 0.192686, -1.129970], [-0.724086, 0.080151, 1.065583], [-0.668165, 0.540945, -0.415051], [2.597515, 1.005883, 0.933667], [2.111125, 1.785372, -0.042983], [1.989381, 2.981120, 0.114864], [0.787999, -0.704673, -1.860604], [1.681421, 1.118427, -1.180356], [-0.810439, 1.887026, -0.353600], [2.749627, -0.837920, 0.755621], [-0.711845, -3.181055, 0.237649], [-2.270751, -2.207920, -1.553151], [-0.006869, -1.887526, 1.825714], [-2.323015, 0.157569, -1.944958], [-1.757150, 0.183218, 1.321937], [0.011870, 0.671391, 1.639002], [3.152351, 1.499971, 1.767679], [-1.718156, 2.118816, -0.185041]], "forces_ev_per_a": [[0.8, -2.1, 0.3], [-0.3, 3.5, 0.1], [0.3, 1.1, 1.4], [-1.9, -1.5, -1.5], [-0.9, 1.4, 0.4], [1.7, -0.9, -1.4], [0.5, -1.1, 1.9], [0.6, 1.0, -0.7], [0.5, -1.7, 4.0], [-0.2, 0.9, -1.4], [0.5, -1.7, -1.3], [0.8, 1.2, -0.6], [0.3, 2.3, -1.2], [0.4, 0.0, 0.2], [-0.3, -0.5, -0.6], [-1.4, -1.3, -1.4], [0.7, -0.3, 1.4], [0.9, 0.0, 0.7], [-0.8, 0.7, 0.7], [-0.7, -0.3, 0.0], [-1.0, -0.4, -1.0], [-0.5, 0.1, 0.1]], "lowdin_charge": [-0.1198, -0.0544, -0.1411, 0.0053, -0.4522, -0.0701, -0.4735, -0.4893, -0.3426, 0.0421, 0.1786, 0.0738, 0.0549, 0.8801, 0.1165, 0.0879, 0.0825, 0.1413, 0.1313, 0.1280, 0.1036, 0.1173], "homo_energy_ev": -8.568, "de_lowest_ev": 3.325, "smiles": "O=C(O/[N+]([O-])=C\\Br)[C@@]1(O)C=CC=CC1", "charge": 0, "orbital_gap_ev": 8.78}

***

(3)
{"formula": "C7H11N", "method": "wB97M-V/def2-TZVPD", "species": ["C", "C", "C", "C", "C", "C", "C", "H", "H", "H", "H", "H", "H", "H", "H", "H", "H", "H", "N"], "positions_angstrom": [[2.077349, -0.822261, -0.288545], [0.590074, -0.540663, -0.622957], [-0.454311, -1.233690, 0.275079], [-0.176178, -0.065668, 1.340142], [-0.066095, 0.708297, 0.020614], [-1.481039, 0.524550, -0.589219], [-1.816257, -0.707141, -0.292627], [2.649026, -0.047969, -0.821708], [2.233680, -1.859947, -0.658361], [2.279132, -0.929420, 0.776246], [0.510418, -0.508272, -1.669684], [-0.483104, -2.308019, 0.595373], [-0.895441, 0.362304, 2.063189], [0.702937, -0.156475, 2.003639], [0.034124, 2.746210, 0.181283], [1.452712, 1.944409, 0.415518], [-2.131743, 1.398592, -0.878334], [-2.704398, -1.357646, -0.355612], [0.615914, 1.933671, -0.100923]], "forces_ev_per_a": [[-1.3, -0.8, -0.5], [1.1, 0.1, 2.0], [-1.6, -1.2, 1.5], [-0.4, -0.1, 0.9], [0.5, -0.4, -0.7], [-1.1, 3.1, 0.6], [1.0, -2.0, 0.1], [0.3, -0.6, 0.4], [0.5, 0.8, -0.3], [0.1, 0.6, 0.0], [-0.6, -0.5, -1.5], [0.5, 0.9, -0.4], [-0.6, -0.7, -0.7], [0.3, -0.1, -1.0], [0.7, -0.8, -0.2], [1.1, 0.0, 0.7], [0.8, -1.1, 0.0], [0.5, 0.9, -0.2], [-1.7, 2.0, -0.8]], "lowdin_charge": [-0.0507, -0.2633, -0.1902, -0.0662, -0.5212, -0.0433, -0.0456, 0.0808, 0.0843, 0.0635, 0.1193, 0.1379, 0.1106, 0.0982, 0.0976, 0.0574, 0.1228, 0.1104, 0.0977], "homo_energy_ev": -8.869, "de_lowest_ev": 2.949, "charge": 0, "orbital_gap_ev": 9.99}